# 1
Computed, not measured: 11 unconnected molecules or ions with the total composition C20H52BO26 in a non-equilibrium geometry, with ωB97M-V/def2-TZVPD.

Positions of all 99 atoms, in Å:
O (5.93156, -24.00138, 23.42045)
C (4.81874, -24.17508, 22.90355)
O (4.27429, -25.28843, 22.41473)
B (2.89467, -25.08452, 22.03379)
O (2.60173, -23.70544, 22.39452)
C (3.61616, -23.18596, 22.98417)
O (3.67804, -22.10758, 23.58891)
O (2.02099, -25.94846, 22.80102)
C (1.18233, -26.59687, 21.98973)
O (0.38690, -27.46390, 22.32939)
C (1.46828, -26.18564, 20.54659)
O (2.54812, -25.36560, 20.60673)
O (0.94915, -26.63564, 19.56089)
O (0.15472, -23.70261, 18.76537)
H (-0.30979, -23.81345, 17.93581)
H (0.79012, -24.41831, 18.78212)
O (4.86202, -26.22655, 19.38593)
H (5.09805, -27.10573, 19.68183)
H (4.04908, -26.02723, 19.85028)
C (3.40054, -27.83523, 16.65388)
C (3.51950, -27.06668, 15.27080)
O (2.34686, -26.37057, 14.89832)
O (2.59783, -28.95919, 16.66974)
H (2.93659, -27.21231, 17.41862)
H (4.39276, -28.11246, 17.00988)
H (3.62604, -27.83546, 14.50548)
H (4.45100, -26.50678, 15.18774)
H (1.69688, -27.05136, 14.70945)
H (1.67138, -28.75707, 16.51992)
C (-1.25439, -28.05640, 17.46689)
C (-2.20491, -27.82973, 16.31162)
O (-2.50660, -26.47300, 16.12795)
O (0.03500, -27.54977, 17.21389)
H (-1.21736, -29.09595, 17.79258)
H (-1.65419, -27.52214, 18.32877)
H (-3.11264, -28.39053, 16.53438)
H (-1.79924, -28.36271, 15.45170)
H (-3.09560, -26.42426, 15.37144)
H (0.40770, -27.34656, 18.07494)
C (-0.33449, -21.88711, 22.94504)
C (-0.19679, -22.28222, 24.45551)
O (-0.66330, -21.30391, 25.36251)
O (-1.69082, -21.73542, 22.50701)
H (0.23957, -22.46441, 22.22028)
H (0.09219, -20.88432, 22.96637)
H (0.83702, -22.54423, 24.68065)
H (-0.92619, -23.06134, 24.67697)
H (0.01374, -20.69061, 25.65760)
H (-2.17347, -22.56342, 22.45158)
C (1.59404, -29.16304, 25.20266)
C (2.89308, -29.58112, 24.72171)
O (3.42853, -28.83041, 23.66658)
O (0.50764, -29.37684, 24.30548)
H (1.73507, -28.14206, 25.55735)
H (1.48332, -29.78944, 26.08780)
H (2.76717, -30.59345, 24.33774)
H (3.64604, -29.64950, 25.50687)
H (2.97819, -29.16497, 22.88756)
H (0.63400, -28.80297, 23.54633)
C (1.10402, -30.11252, 19.58885)
C (2.44762, -30.25287, 20.35423)
O (2.34159, -30.45205, 21.76086)
O (0.31105, -31.29349, 19.93809)
H (1.42936, -30.09964, 18.54861)
H (0.47063, -29.27455, 19.87993)
H (2.95422, -29.30042, 20.19839)
H (3.01080, -31.07402, 19.91080)
H (2.10121, -31.34771, 22.00907)
H (0.12402, -31.15827, 20.86993)
C (7.89518, -22.24329, 25.77003)
C (6.65287, -21.43501, 26.30085)
O (6.20193, -21.59233, 27.64525)
O (7.75329, -23.68854, 25.70955)
H (8.83624, -21.96523, 26.24457)
H (8.02454, -21.84814, 24.76244)
H (5.86510, -21.65594, 25.58063)
H (7.07112, -20.43216, 26.21448)
H (5.25433, -21.45611, 27.57374)
H (6.93030, -23.81986, 25.23306)
C (6.58509, -27.59396, 21.84061)
C (7.43857, -26.30316, 21.61154)
O (8.83305, -26.60733, 21.33310)
O (6.41772, -28.23764, 20.55419)
H (5.63294, -27.48778, 22.36045)
H (7.17612, -28.24839, 22.48131)
H (7.34040, -25.76221, 22.55273)
H (7.06962, -25.59285, 20.87165)
H (9.31538, -25.81015, 21.10190)
H (7.27254, -28.42803, 20.16095)
C (-2.17692, -26.13840, 24.63349)
C (-2.51034, -27.48694, 25.14532)
O (-1.99646, -28.53672, 24.34618)
O (-0.75521, -25.94016, 24.71670)
H (-2.65072, -25.33181, 25.19298)
H (-2.57951, -25.94675, 23.63886)
H (-3.59076, -27.62907, 25.17007)
H (-2.16477, -27.56029, 26.17648)
H (-1.05600, -28.66626, 24.48881)
H (-0.48020, -26.37292, 23.90510)

Total charge: -2
<S²>: 0.75
HOMO level (alpha / beta), eV: 0.344 / -3.784
Spin multiplicity: 2

# 2
Computed, not measured: 7 unconnected molecules or ions with the total composition C20H52Br2Cl4N4O4 in a non-equilibrium geometry, with ωB97M-V/def2-TZVPD.

Positions of all 86 atoms, in Å:
Br (-3.84645, 3.40985, 3.70011)
C (-4.56262, 1.64592, 3.10644)
C (-3.34908, 0.74988, 3.19508)
Br (-3.91177, -1.04123, 2.53873)
H (-4.90476, 1.72146, 2.07429)
H (-5.37305, 1.31006, 3.75334)
H (-3.15460, 0.67140, 4.26472)
H (-2.39502, 1.04039, 2.75521)
C (2.72651, 6.24559, 0.20989)
C (1.16020, 6.30345, 0.28718)
C (0.54640, 5.39149, -0.71156)
O (1.05345, 4.10988, -0.60090)
C (0.11486, 3.09152, -0.94944)
N (0.75871, 5.97382, 1.66119)
H (3.11865, 6.37892, -0.79835)
H (3.03147, 5.20569, 0.32697)
H (3.19343, 6.93855, 0.90982)
H (0.74691, 7.27753, 0.02554)
H (0.80466, 5.82452, -1.67794)
H (-0.54354, 5.38436, -0.72185)
H (0.78687, 2.25307, -0.76640)
H (-0.27995, 3.11753, -1.96509)
H (-0.65184, 3.00030, -0.18007)
H (1.35867, 6.44061, 2.32622)
H (1.01847, 4.99801, 1.68111)
C (5.26346, -1.81483, -0.82116)
C (4.39820, -0.99075, 0.16981)
C (3.46753, -0.01623, -0.59007)
O (2.63851, 0.69434, 0.35314)
C (3.23249, 1.94582, 0.67592)
N (3.57352, -1.90332, 0.99901)
H (4.65462, -1.90396, -1.72085)
H (5.59004, -2.77512, -0.42206)
H (6.20362, -1.34210, -1.10527)
H (5.16199, -0.46822, 0.74573)
H (2.74467, -0.59489, -1.16516)
H (3.94806, 0.64070, -1.31507)
H (2.56437, 2.40103, 1.40701)
H (3.23270, 2.65425, -0.15247)
H (4.17715, 1.95109, 1.21970)
H (4.07045, -2.13534, 1.84715)
H (2.95108, -1.18472, 1.34003)
C (-4.00515, 3.00990, -2.61869)
C (-3.27774, 2.49266, -3.92241)
C (-3.55789, 1.03738, -4.38486)
O (-2.80079, 0.25961, -3.53193)
C (-2.96519, -1.09799, -3.94141)
N (-3.81688, 3.36925, -4.90356)
H (-4.06938, 2.18233, -1.91221)
H (-5.00254, 3.41337, -2.79343)
H (-3.46671, 3.68695, -1.95552)
H (-2.20126, 2.65281, -3.86203)
H (-3.44369, 0.84649, -5.45193)
H (-4.61530, 0.85390, -4.19426)
H (-3.99613, -1.45191, -3.93702)
H (-2.41666, -1.88696, -3.42688)
H (-2.60195, -1.20155, -4.96387)
H (-3.64093, 4.30402, -4.56392)
H (-4.81785, 3.28730, -5.01062)
C (0.83604, -7.70912, 2.61875)
C (0.44022, -6.36614, 1.88232)
C (1.19514, -5.13658, 2.35876)
O (0.60689, -4.63427, 3.60477)
C (1.26243, -3.49445, 4.04893)
N (0.59885, -6.54727, 0.43992)
H (0.28352, -8.57039, 2.24321)
H (0.39657, -7.61342, 3.61163)
H (1.89874, -7.91604, 2.74511)
H (-0.64243, -6.24002, 1.87498)
H (0.94380, -4.34485, 1.65299)
H (2.27902, -5.24677, 2.39263)
H (0.97658, -2.72557, 3.33115)
H (2.31007, -3.76731, 3.92197)
H (1.16805, -3.42078, 5.13234)
H (1.28824, -5.85888, 0.17353)
H (1.01027, -7.45596, 0.28146)
C (-1.49442, -4.11915, -0.60840)
Cl (-2.89595, -3.12634, -0.07687)
Cl (-1.50983, -4.18976, -2.38390)
H (-0.58771, -3.54305, -0.42372)
H (-1.46030, -5.15559, -0.27270)
C (-0.66468, -0.27738, 0.08481)
Cl (-0.69108, -0.97896, 1.80708)
Cl (-1.98754, 0.74150, -0.34681)
H (0.22166, 0.35572, 0.04359)
H (-0.40517, -1.01706, -0.67257)

Total charge: +1
<S²>: 0.75
HOMO level (alpha / beta), eV: -10.979 / -10.979
Spin multiplicity: 2

# 3
Computed, not measured: 11 unconnected molecules or ions with the total composition C20H52F2N13O17S3 in a non-equilibrium geometry, with ωB97M-V/def2-TZVPD.

Positions of all 107 atoms, in Å:
N (1.75178, 1.52295, -0.75784)
S (0.51186, 0.92685, -1.46064)
O (-0.31810, 1.78128, -2.34687)
O (-0.13915, -0.18736, -0.81970)
F (1.39430, 0.15667, -2.61402)
S (0.73834, 1.98089, 0.59131)
O (0.79530, 0.97015, 1.65476)
O (-0.54943, 2.61076, 0.37539)
F (1.62086, 3.14485, 1.17859)
C (5.49851, 5.06637, -3.12650)
O (6.15164, 6.00186, -3.49683)
N (4.98166, 4.23286, -3.92205)
N (5.34172, 4.69238, -1.87516)
H (5.10308, 4.36631, -4.91581)
H (4.49254, 3.45425, -3.50418)
H (4.80246, 3.85663, -1.69959)
H (5.51323, 5.49334, -1.28428)
C (6.93653, 1.62679, 5.08546)
O (7.61630, 1.14509, 5.98480)
N (7.23684, 1.37103, 3.83026)
N (5.98183, 2.51288, 5.13978)
H (8.00951, 0.79742, 3.52358)
H (6.89332, 2.08732, 3.20654)
H (5.59881, 2.73014, 6.04874)
H (5.55069, 2.76369, 4.26154)
C (-3.38946, 9.02834, 0.67586)
O (-3.90205, 8.56052, -0.32715)
N (-3.05006, 10.24447, 0.86030)
N (-2.94275, 8.31355, 1.63369)
H (-2.63810, 10.57157, 1.72251)
H (-3.29614, 10.97759, 0.21061)
H (-2.33867, 8.91522, 2.17516)
H (-2.88624, 7.33653, 1.38401)
C (7.04335, -1.25685, -1.21495)
O (8.00857, -1.86101, -0.84883)
N (7.13130, -0.14467, -1.93866)
N (5.79679, -1.56574, -1.05404)
H (6.19569, 0.11966, -2.21228)
H (7.90801, 0.39573, -2.29192)
H (5.47953, -2.45164, -0.68711)
H (5.16513, -0.80327, -1.25343)
C (2.12779, -3.50427, 6.90584)
O (2.18052, -4.50297, 7.68350)
N (2.40852, -2.24710, 7.24011)
N (1.98919, -3.61043, 5.64715)
H (2.58034, -1.97494, 8.19746)
H (2.24851, -1.45733, 6.63121)
H (1.69772, -2.81971, 5.09044)
H (1.92536, -4.53905, 5.25514)
C (-6.49158, 4.84753, -5.08528)
O (-6.77531, 3.95655, -5.92072)
N (-5.30406, 4.85239, -4.56545)
N (-7.07550, 5.95809, -4.90849)
H (-4.68444, 4.05876, -4.64494)
H (-5.17320, 5.64925, -3.95885)
H (-7.96600, 6.09687, -5.36438)
H (-6.46829, 6.75884, -4.80742)
C (-0.12078, -0.07237, -8.82077)
C (0.94635, -1.08387, -9.25798)
O (0.26370, -2.32460, -9.23083)
S (-0.99036, -2.40566, -8.10459)
O (-0.58949, -3.06568, -6.85922)
O (-2.19450, -2.86028, -8.82760)
O (-0.94767, -0.77251, -7.89499)
H (-0.83076, 0.22545, -9.59235)
H (0.25011, 0.74048, -8.19640)
H (1.78863, -1.26076, -8.58911)
H (1.42841, -0.95008, -10.22639)
C (-4.54369, 1.38817, 8.26155)
C (-4.12325, 1.56609, 6.81759)
C (-3.09068, 2.66072, 6.90164)
O (-2.64135, 2.83306, 8.22776)
C (-3.75642, 2.58349, 9.00727)
H (-4.11287, 0.44370, 8.59392)
H (-5.61814, 1.38639, 8.44502)
H (-5.00279, 1.74519, 6.19918)
H (-3.76470, 0.61648, 6.42039)
H (-3.42607, 3.68679, 6.75063)
H (-2.29040, 2.56497, 6.16783)
H (-4.44605, 3.39428, 9.24205)
H (-3.51446, 2.27224, 10.02347)
C (-5.48035, -5.77036, -0.32715)
C (-6.81105, -5.10719, 0.15316)
C (-7.48593, -4.71236, -1.22999)
O (-6.52881, -5.10820, -2.25702)
C (-5.17945, -5.15079, -1.66828)
H (-5.59756, -6.83391, -0.53499)
H (-4.63503, -5.54942, 0.32457)
H (-6.55638, -4.24034, 0.76294)
H (-7.40531, -5.89376, 0.61819)
H (-7.60822, -3.63311, -1.32146)
H (-8.44644, -5.18206, -1.44187)
H (-5.08999, -4.07217, -1.53915)
H (-4.42024, -5.64989, -2.27043)
C (1.94594, -7.05083, -1.67740)
C (2.96302, -8.12605, -1.72850)
C (4.03500, -7.62583, -0.78452)
O (3.33194, -6.72757, 0.10828)
C (1.92737, -6.65275, -0.23838)
H (0.92730, -7.26334, -2.00194)
H (2.27701, -6.14166, -2.17930)
H (3.32531, -8.28470, -2.74422)
H (2.55900, -9.09459, -1.43390)
H (4.75562, -7.00389, -1.31554)
H (4.61063, -8.41979, -0.30874)
H (1.56729, -5.64725, -0.02068)
H (1.32771, -7.37779, 0.31194)

Total charge: -1
Energy relative to the best compared isomer or geometry (same formula, charge and spin), kJ/mol: 819.6
HOMO level, eV: -7.283

# 4
Computed, not measured: 4 unconnected molecules or ions with the total composition C20H52N4O8 in a non-equilibrium geometry, with ωB97M-V/def2-TZVPD.

Positions of all 84 atoms, in Å:
C (6.03503, 2.58137, 3.69104)
O (5.30425, 2.37270, 2.48791)
C (4.05458, 3.01061, 2.60448)
C (3.43611, 3.30966, 1.21322)
N (3.57659, 2.06525, 0.40783)
H (4.38648, 1.58323, 0.85193)
H (2.67216, 1.48536, 0.44966)
C (3.98296, 2.30665, -0.98556)
C (4.44985, 0.89916, -1.55226)
O (5.66443, 0.54297, -0.87237)
C (6.10009, -0.80408, -0.89006)
H (5.42756, 2.38865, 4.56838)
H (6.28750, 3.64445, 3.81423)
H (6.94512, 2.04109, 3.59665)
H (4.18154, 3.92450, 3.19671)
H (3.38434, 2.31997, 3.17322)
H (4.08757, 4.08638, 0.75682)
H (2.43297, 3.67041, 1.25200)
H (4.81218, 2.96800, -0.90563)
H (3.17202, 2.58390, -1.56962)
H (4.66753, 0.88820, -2.58759)
H (3.62614, 0.17583, -1.30706)
H (5.38825, -1.58867, -0.78154)
H (6.83779, -0.90072, -0.02246)
H (6.53140, -0.97736, -1.86180)
C (-0.86479, 2.84786, -6.03930)
O (-1.65000, 2.90945, -4.84687)
C (-0.96879, 2.60381, -3.66793)
C (-1.89218, 2.95588, -2.53521)
N (-3.20317, 2.24493, -2.96919)
H (-3.90409, 2.89994, -2.66348)
H (-3.25717, 2.14883, -4.03524)
C (-3.37143, 0.90081, -2.38338)
C (-4.62910, 0.21030, -2.88860)
O (-4.62202, 0.27138, -4.26771)
C (-5.78614, -0.05770, -4.98787)
H (-1.52314, 3.03844, -6.89888)
H (-0.38121, 1.86079, -6.06788)
H (-0.03468, 3.60334, -6.01412)
H (-0.05379, 3.19422, -3.49636)
H (-0.62856, 1.55367, -3.79199)
H (-2.08330, 4.10415, -2.51323)
H (-1.62166, 2.52712, -1.56268)
H (-3.23090, 0.99705, -1.29051)
H (-2.47499, 0.41711, -2.78663)
H (-5.41293, 0.81222, -2.41473)
H (-4.52167, -0.83771, -2.66505)
H (-5.81675, -1.12115, -5.17101)
H (-5.70318, 0.45175, -5.93580)
H (-6.72447, 0.22090, -4.54378)
C (-0.59017, -4.27268, 5.04178)
C (-0.46000, -3.94488, 3.45654)
N (-1.17846, -2.76482, 3.02384)
C (-2.60579, -3.11056, 3.15037)
C (-0.98570, -1.52010, 3.94774)
C (-1.89159, -0.28166, 3.78825)
C (-0.84692, -2.35936, 1.59694)
C (-1.00891, -3.42544, 0.54301)
O (-2.39139, -3.60079, 0.33062)
C (-2.73313, -4.66983, -0.49738)
H (-0.17206, -5.27957, 5.21328)
H (-1.66305, -4.32944, 5.36269)
H (-0.08829, -3.61013, 5.74935)
H (-0.91441, -4.79074, 2.96134)
H (0.60670, -3.87848, 3.13821)
H (-3.31738, -2.47017, 2.58371)
H (-2.88447, -3.01990, 4.20919)
H (-2.84596, -4.16205, 2.93081)
H (0.05589, -1.19775, 3.69395)
H (-1.05822, -1.92921, 4.92504)
H (-1.97128, 0.08893, 2.76292)
H (-1.49220, 0.43569, 4.47446)
H (-2.98245, -0.49977, 4.08718)
H (0.13041, -2.01830, 1.65218)
H (-1.59769, -1.54854, 1.34650)
H (-0.56641, -4.41492, 0.79715)
H (-0.51548, -3.04267, -0.34757)
H (-2.47220, -5.61223, -0.09966)
H (-2.28974, -4.49383, -1.51094)
H (-3.80963, -4.47424, -0.63130)
N (0.36066, 1.20318, -0.00371)
O (0.62331, 2.32326, -0.47376)
O (1.18609, 0.67998, 0.74071)
O (-0.71442, 0.65610, -0.23413)

Total charge: +2
HOMO level, eV: -14.097

Q: Which of these has the highest total charge?
A: C20H52N4O8

Q: Look up the total charge of the second one.
A: +1

Q: The highest total charge belongs to which entry?
A: C20H52N4O8